No. 1
Computed, not measured: C9H10N4 in the gas phase in a non-equilibrium geometry, with ωB97M-V/def2-TZVPD.

```
23
Properties=species:S:1:pos:R:3:forces:R:3
C 3.619 0.531 0.465 0.814 -2.049 1.570
C 2.264 -0.039 0.195 -0.185 -1.506 -1.103
C 1.044 0.481 0.366 -2.975 1.968 2.989
C -1.297 -0.151 -0.054 -0.356 -2.712 0.804
C -2.088 -1.277 0.323 -0.411 -0.091 0.086
C -3.492 -1.180 0.278 0.141 0.348 -1.185
C -4.069 0.093 -0.152 -0.654 -3.208 0.661
C -3.275 1.144 -0.427 1.288 1.561 0.327
C -1.848 1.051 -0.306 -1.296 2.001 -0.864
H 4.424 0.452 -1.301 0.075 -0.125 -1.709
H 4.708 -1.029 -0.469 -0.512 2.597 -0.166
H 3.635 1.590 0.380 -0.307 0.970 0.226
H 3.990 0.232 1.490 -0.766 0.560 -0.699
H 0.655 1.261 1.134 1.034 -1.012 -1.945
H -1.466 -2.148 0.675 -1.264 0.684 -0.616
H -4.174 -2.085 0.339 1.091 1.307 0.420
H -5.168 0.124 -0.269 0.791 0.186 0.088
H -3.749 2.103 -0.691 0.505 -0.492 0.088
H -1.252 1.972 -0.455 -0.268 -0.845 -0.139
N 4.631 0.048 -0.430 1.068 -2.340 0.714
N 0.092 -0.411 -0.064 2.942 0.783 -0.169
N 0.753 -1.485 -0.599 1.171 0.809 0.656
N 2.063 -1.275 -0.427 -1.925 0.604 -0.033
```
Forces are in eV/Å.

As for the spin multiplicity: 1. Its SMILES is NCc1cn(-c2ccccc2)nn1. As for the HOMO energy: -0.337 Ha. As for the net charge: 0. Its gap between HOMO and LUMO is 9.8 eV.


No. 2
Computed, not measured: C23H32ClN5NaO2S2Si as an isolated structure in a non-equilibrium geometry, with ωB97M-V/def2-TZVPD.

```
67
Properties=species:S:1:pos:R:3:forces:R:3
Na 0.454 0.539 -1.290 -0.335 0.185 0.178
C 4.066 1.766 -0.725 -0.217 -0.126 0.760
C 3.035 2.765 -1.202 -0.207 0.548 0.313
N 2.187 2.463 -2.315 -1.586 -1.329 -1.944
C 2.555 1.680 -3.523 -0.860 0.863 0.171
C 3.034 0.256 -3.348 -0.602 0.097 1.557
N 2.173 -0.626 -2.491 1.694 0.886 -0.172
C 3.027 -1.523 -1.665 -0.623 -0.062 -0.722
C 3.866 -0.778 -0.577 0.171 0.137 -0.175
N 3.487 0.558 -0.242 -0.968 -0.695 1.013
H 4.624 2.319 0.074 -0.128 -0.317 -0.389
H 4.787 1.518 -1.493 0.294 0.111 -0.331
H 3.557 3.678 -1.376 0.858 1.048 -0.290
H 2.320 3.001 -0.410 0.357 -0.285 0.438
H 1.709 3.297 -2.666 0.272 -0.422 0.529
H 3.314 2.200 -4.090 0.697 0.180 -0.411
H 1.670 1.692 -4.209 0.383 -0.037 0.723
H 4.030 0.305 -2.932 0.200 -0.244 0.239
H 3.146 -0.138 -4.326 0.098 -0.598 -1.110
H 1.592 -1.161 -3.110 -0.270 -0.527 -0.077
H 3.749 -2.083 -2.305 -0.385 0.128 0.249
H 2.331 -2.248 -1.240 0.141 0.005 0.203
H 4.887 -0.752 -0.975 0.132 -0.094 0.308
H 3.849 -1.413 0.335 0.186 0.297 -0.497
H 2.766 0.648 0.499 0.655 0.100 -0.803
Cl -5.894 2.219 -1.627 -0.165 -0.011 -0.127
C -4.213 2.619 -1.544 0.541 0.387 0.552
C -3.824 3.982 -1.574 -1.082 -1.049 0.522
C -2.488 4.232 -1.367 0.140 -0.624 0.054
C -1.624 3.161 -1.174 0.983 0.039 -0.418
N -1.970 1.889 -1.227 -0.883 -0.561 0.433
C -3.289 1.588 -1.327 0.592 0.929 -0.866
H -4.635 4.735 -1.600 0.822 -0.351 -0.294
H -2.029 5.186 -1.340 -0.074 1.030 0.024
H -0.542 3.349 -1.024 -0.703 -0.083 -0.010
H -3.581 0.533 -1.354 0.097 0.371 0.086
O -5.900 -1.592 -0.443 -0.936 -0.614 0.198
S -5.126 -2.498 -1.239 2.352 1.030 -0.781
O -5.629 -3.178 -2.405 -0.797 0.196 0.392
N -3.787 -1.587 -1.717 0.061 -1.131 0.047
C -2.663 -2.195 -1.420 -0.060 0.052 -0.012
S -1.112 -1.779 -2.025 -0.372 -0.150 0.344
C -2.843 -3.413 -0.529 -0.151 -0.527 0.975
C -1.858 -4.229 0.091 -0.810 0.656 -1.267
C -2.294 -5.394 0.694 -0.519 -0.388 0.428
C -3.671 -5.744 0.718 0.883 -0.385 0.596
C -4.645 -4.898 0.217 -0.365 -0.588 0.050
C -4.203 -3.721 -0.325 1.046 0.967 -0.963
H -0.801 -3.988 -0.031 -0.347 0.013 0.110
H -1.549 -6.053 1.162 -0.490 0.207 -0.254
H -3.955 -6.693 1.182 0.071 0.302 -0.222
H -5.705 -5.194 0.165 0.596 0.266 0.251
C 2.374 0.195 4.776 0.543 0.130 0.414
Si 0.826 0.790 3.981 -0.021 -0.314 -0.362
C 0.564 2.426 4.921 -1.279 0.350 -0.432
C -0.244 -0.598 4.707 -0.538 0.875 0.856
C 0.958 0.863 2.167 -0.384 1.320 -2.619
C 0.921 1.236 0.945 -0.354 -0.970 3.510
H 2.201 0.361 5.843 0.267 -0.202 0.091
H 3.248 0.740 4.483 0.649 0.483 -0.123
H 2.585 -0.850 4.596 -0.091 -0.372 -0.014
H 0.498 2.050 5.938 0.116 0.163 0.464
H -0.384 3.025 4.764 1.057 -0.728 -0.134
H 1.427 3.100 4.843 -0.170 -0.213 -0.051
H -0.179 -0.518 5.827 0.020 -0.114 -0.890
H 0.115 -1.576 4.418 0.244 -0.225 -0.172
H -1.293 -0.546 4.459 -0.448 -0.016 -0.140
```
Forces are in eV/Å.

As for the spin multiplicity: 1. As for the HOMO energy: -0.190 Ha. As for the net charge: -1. Its gap between HOMO and LUMO is 7.0 eV.


No. 3
Computed, not measured: C53H139FeO49 as an isolated structure in a non-equilibrium geometry, with ωB97M-V/def2-TZVPD.

```
242
Properties=species:S:1:pos:R:3:forces:R:3
Fe -1.494 -3.408 -0.990 -0.822 -0.394 0.243
C 0.091 -0.560 1.455 0.230 -0.896 -0.422
C 0.758 0.665 1.140 -0.581 -0.397 0.910
C 0.961 0.983 -0.359 -0.014 1.810 0.508
O 1.453 2.089 -0.658 -0.007 -0.657 0.498
C 0.482 0.089 -1.304 0.346 -0.744 -1.856
C -0.012 -1.114 -0.943 -0.484 -1.572 -0.639
C -0.258 -1.496 0.482 0.131 1.089 1.152
O -0.785 -2.640 0.744 0.674 0.724 -0.670
O -0.276 -2.057 -1.807 -0.349 0.336 0.473
O 1.111 1.516 1.991 -0.202 -0.617 -0.946
H -0.054 -0.962 2.448 0.077 0.656 0.465
H 0.667 0.221 -2.390 -0.165 0.257 0.860
C -5.148 -1.891 -1.433 -0.983 1.636 -2.098
C -3.797 -2.452 -1.398 2.127 -1.345 1.592
O -2.881 -1.920 -0.576 -2.012 -1.554 -2.432
O -3.485 -3.469 -2.118 0.037 2.242 1.479
H -5.749 -1.690 -0.554 0.564 -0.460 0.573
H -5.789 -2.427 -2.171 0.612 0.373 0.526
H -4.921 -0.859 -1.846 -0.624 -0.825 0.213
C -0.155 4.498 -2.565 -0.432 -1.099 1.100
C 0.221 5.037 -3.879 -1.310 0.468 -1.962
C 0.177 6.543 -3.923 0.196 -0.257 -0.794
O 1.495 4.670 -4.258 1.864 -0.270 -0.180
H -1.188 4.779 -2.426 -0.508 0.113 0.468
H 0.426 4.870 -1.696 -0.182 -0.262 -0.513
H -0.142 3.388 -2.606 0.202 0.594 0.363
H -0.444 4.559 -4.676 0.042 0.911 0.989
H 0.245 6.889 -4.953 0.201 0.047 -0.038
H 1.028 6.933 -3.361 -0.254 0.142 0.103
H -0.765 6.878 -3.557 -0.671 0.553 0.561
H 1.613 3.810 -3.843 0.734 -0.723 -0.094
C -4.105 -3.397 3.720 0.904 0.442 -1.654
C -2.590 -3.377 3.563 1.079 -0.510 0.252
O -2.073 -4.494 2.774 -0.499 0.143 0.839
O -4.811 -3.222 2.487 0.630 -0.281 0.657
H -4.339 -2.669 4.499 -0.335 0.095 -0.087
H -4.359 -4.374 4.017 -0.378 -1.256 0.907
H -2.170 -3.466 4.608 -0.286 0.298 -1.125
H -2.176 -2.524 3.008 -0.445 0.464 0.669
H -1.098 -4.482 2.892 -0.348 0.175 -0.117
H -5.054 -2.290 2.430 -0.278 0.393 -0.263
C -3.120 -6.081 0.072 -0.916 1.565 0.071
C -2.439 -7.061 0.940 1.188 -0.507 0.296
O -1.054 -7.268 0.567 -0.492 0.410 0.280
O -2.475 -4.804 0.242 0.600 0.911 -0.606
H -4.164 -5.869 0.388 0.360 -0.758 -0.336
H -3.058 -6.314 -0.984 -0.074 -0.062 -0.155
H -2.818 -8.051 0.794 -0.805 -0.514 0.163
H -2.585 -6.726 1.981 0.448 -0.344 -0.205
H -0.624 -6.419 0.407 -0.189 0.226 0.317
H -2.555 -4.445 1.170 0.248 -0.580 0.026
C 2.099 -1.364 -5.767 -0.760 -0.011 2.204
C 0.711 -1.117 -5.048 0.600 -1.431 -0.179
O -0.287 -1.870 -5.733 -0.277 -0.721 -0.698
O 2.502 -2.733 -5.826 -1.467 -0.726 -0.940
H 2.877 -0.870 -5.189 -0.024 -0.002 0.187
H 2.150 -0.926 -6.721 -0.354 0.526 -1.480
H 0.411 -0.077 -5.062 0.345 0.340 0.210
H 0.714 -1.546 -4.015 0.429 0.719 -0.532
H -1.147 -1.419 -5.770 0.382 0.365 0.291
H 1.890 -3.192 -6.467 0.933 0.718 0.953
C 3.677 3.490 2.668 -0.119 0.306 -0.013
C 5.103 3.928 2.553 0.057 0.161 2.040
O 5.267 4.953 1.606 0.447 -0.292 -0.498
O 3.472 2.757 1.479 -1.012 -0.655 -0.581
H 3.041 4.335 2.590 -0.741 1.032 0.520
H 3.410 2.893 3.554 0.393 0.154 -0.043
H 5.563 2.964 2.353 1.151 0.251 -0.463
H 5.514 4.339 3.504 -0.355 -0.417 -0.575
H 5.128 4.589 0.726 0.019 -0.168 -0.179
H 2.498 2.581 1.458 0.561 -0.266 -0.357
C -0.985 2.547 -7.178 0.900 -0.408 -0.209
C 0.417 2.409 -6.589 -0.305 0.768 -1.166
O 1.088 3.632 -6.866 0.343 -0.233 -0.105
O -1.856 3.249 -6.357 -1.130 -0.019 1.075
H -1.403 1.578 -7.496 0.096 0.046 0.102
H -0.772 3.148 -8.077 -0.534 -0.179 0.187
H 0.857 1.623 -7.173 0.759 -0.500 -0.418
H 0.508 2.105 -5.565 -0.338 0.051 0.869
H 1.313 4.128 -6.068 -0.045 -0.198 0.356
H -2.154 2.666 -5.620 0.323 0.747 -0.543
C 0.037 2.149 5.027 -0.057 0.256 0.769
C -0.132 3.621 5.508 1.981 -0.519 0.831
O 0.972 4.017 6.433 -1.395 -0.596 -1.168
O -0.769 1.987 3.888 -0.600 -0.188 -0.439
H -0.242 1.328 5.724 0.100 0.880 0.189
H 1.108 2.017 4.812 -0.218 0.050 -0.205
H -1.080 3.891 5.951 -0.378 -0.280 0.161
H 0.020 4.223 4.626 0.001 0.261 -0.314
H 1.013 3.299 7.067 0.129 -0.027 0.373
H -0.200 1.817 3.124 0.326 -0.008 -0.169
C 3.235 1.620 -3.689 0.437 0.007 -0.999
C 4.324 1.868 -2.662 -0.357 -1.508 -0.823
O 3.992 1.176 -1.484 0.482 -0.483 0.621
O 1.973 2.142 -3.335 0.224 0.402 -1.889
H 3.165 0.530 -3.806 -0.053 0.037 0.182
H 3.553 1.995 -4.707 -0.544 0.003 1.031
H 4.540 2.913 -2.523 0.207 0.467 0.175
H 5.171 1.289 -3.069 0.191 0.749 0.177
H 3.413 1.664 -0.896 -0.189 0.527 0.019
H 1.791 2.017 -2.413 -0.110 -0.085 1.594
C 3.272 6.542 -1.494 -0.290 0.965 1.613
C 2.704 6.218 -0.090 1.004 -0.275 -0.590
O 3.428 6.933 0.956 -1.009 -0.424 -1.372
O 4.671 6.286 -1.526 -0.378 -0.145 0.574
H 3.114 7.637 -1.655 -0.007 -0.680 0.014
H 2.718 5.989 -2.240 -0.038 -0.276 -0.291
H 2.719 5.152 0.184 0.399 -0.085 -0.481
H 1.647 6.404 -0.171 -0.513 0.886 0.666
H 4.295 6.495 0.890 -0.112 0.370 0.716
H 4.832 5.936 -2.388 0.559 -0.326 -0.818
C -2.524 1.499 -2.883 -0.398 -0.532 0.071
C -2.743 0.195 -3.653 -1.266 -0.117 -0.221
O -2.311 0.145 -5.038 0.447 0.483 0.813
O -3.150 2.514 -3.653 0.586 0.750 -0.055
H -1.477 1.696 -2.654 0.141 0.090 -0.305
H -3.042 1.433 -1.905 0.286 -0.306 -0.319
H -3.850 0.024 -3.641 0.686 0.058 -0.059
H -2.294 -0.660 -3.146 0.251 0.119 -0.069
H -2.827 0.758 -5.584 -0.063 -0.133 0.333
H -2.804 3.376 -3.356 -0.281 -0.458 -0.223
C 0.635 -5.610 -1.664 -0.138 -1.412 0.294
C 0.083 -4.968 -2.876 -1.139 -0.785 -0.874
O -1.308 -4.612 -2.614 0.581 0.061 0.085
O 0.317 -4.667 -0.695 -0.202 1.365 2.131
H 1.730 -5.673 -1.618 -0.304 -0.569 -0.770
H 0.127 -6.567 -1.364 0.631 0.705 -0.707
H -0.038 -5.596 -3.705 0.618 -1.176 -1.206
H 0.699 -4.143 -3.135 0.188 1.091 -0.174
H -1.820 -4.508 -3.471 0.660 0.157 0.571
H 1.122 -4.103 -0.640 -0.070 0.374 0.566
C 3.823 -3.237 -2.726 -1.234 1.001 -0.110
C 2.991 -2.330 -1.804 0.430 0.049 0.392
O 2.627 -3.099 -0.660 -0.982 -0.151 0.288
O 3.040 -4.222 -3.415 0.436 0.304 0.321
H 4.516 -3.695 -2.026 0.211 -0.624 -0.369
H 4.374 -2.573 -3.389 0.199 -0.205 -0.489
H 2.044 -1.952 -2.214 0.512 -0.245 -0.223
H 3.601 -1.465 -1.449 -0.359 -0.438 -0.496
H 3.397 -3.214 -0.090 0.171 0.097 0.040
H 2.709 -3.868 -4.267 0.536 0.280 0.462
C 0.070 -1.427 7.081 -0.011 0.468 0.003
C -0.308 -2.894 6.919 0.495 -0.100 -1.491
O 0.854 -3.662 6.491 -0.573 0.130 0.177
O -0.983 -0.571 7.477 0.629 -0.422 0.205
H 0.632 -1.001 6.241 -0.405 -0.296 -0.733
H 0.832 -1.377 7.838 0.154 -0.058 0.919
H -1.036 -3.076 6.095 0.124 0.426 0.947
H -0.669 -3.263 7.873 -0.129 -0.215 -0.004
H 1.616 -3.082 6.439 0.378 0.073 0.091
H -1.682 -0.574 6.808 -0.354 0.028 -0.076
C -3.508 0.171 1.816 -0.213 0.612 0.811
C -4.967 0.256 1.528 -0.056 -0.751 -0.093
O -5.710 -0.717 2.283 0.259 0.707 -0.751
O -3.303 0.656 3.187 0.133 -0.326 -0.513
H -2.988 0.813 1.115 0.421 0.000 -0.052
H -3.219 -0.862 1.715 0.547 -0.289 0.076
H -5.110 0.063 0.473 -0.187 -0.047 -0.174
H -5.301 1.250 1.755 -0.462 0.602 0.093
H -5.831 -0.279 3.129 -0.495 -0.092 0.846
H -2.537 1.249 3.207 0.205 -0.107 0.127
C 3.882 -1.442 6.629 1.232 0.332 -1.033
C 3.760 -0.121 5.842 -1.895 -0.805 -0.159
O 4.928 0.280 5.276 1.648 0.561 -1.789
O 3.964 -2.677 5.856 -0.586 1.139 0.415
H 2.991 -1.519 7.195 -0.715 -0.292 0.917
H 4.784 -1.364 7.267 -0.551 -0.055 -0.043
H 3.357 0.679 6.465 0.027 -0.079 0.790
H 2.984 -0.190 5.057 -0.026 -0.514 0.130
H 4.754 0.509 4.327 0.447 -0.353 0.760
H 4.760 -2.637 5.328 0.326 0.053 -0.196
C -4.168 -2.032 -6.155 0.258 -0.648 -1.280
C -5.177 -3.007 -5.644 -0.600 -0.768 -0.240
O -5.057 -4.206 -6.427 -1.296 -0.374 -1.524
O -4.531 -1.483 -7.448 0.224 -0.368 0.682
H -3.219 -2.594 -6.258 -0.376 0.277 0.161
H -3.990 -1.244 -5.482 -0.031 0.992 0.750
H -6.226 -2.683 -5.696 0.336 0.411 -0.036
H -4.995 -3.293 -4.602 0.278 0.100 -0.131
H -5.715 -4.170 -7.190 1.363 0.030 1.567
H -3.968 -1.925 -8.092 -0.137 0.062 -0.092
C -1.422 -5.493 -5.971 1.233 0.559 -0.180
C -1.233 -5.091 -7.431 -1.064 0.253 -0.079
O -2.483 -4.781 -8.068 -0.025 0.394 0.795
O -1.782 -4.287 -5.250 0.796 -0.675 -0.016
H -0.451 -5.927 -5.606 -0.740 0.390 -0.168
H -2.198 -6.203 -5.770 -0.513 -0.427 -0.230
H -0.841 -5.863 -8.080 0.606 -0.326 0.275
H -0.539 -4.210 -7.412 -0.463 -0.469 -0.275
H -3.171 -4.617 -7.386 0.362 0.007 -0.355
H -1.016 -3.695 -5.401 -0.476 0.441 0.230
C -1.681 5.026 1.434 0.973 2.315 -0.746
C -2.247 3.688 1.543 -0.801 -1.793 -1.140
O -1.564 2.765 0.634 0.771 0.914 0.792
O -0.270 4.909 1.316 0.560 -0.246 -0.308
H -2.039 5.672 2.265 0.416 -0.274 -0.332
H -1.975 5.521 0.468 -0.098 -0.440 0.829
H -3.302 3.780 1.227 0.279 -0.493 0.165
H -2.189 3.297 2.549 0.015 -0.019 0.325
H -0.591 3.015 0.732 -1.584 -0.217 -0.210
H 0.304 5.224 2.027 -0.576 0.388 0.531
C 2.893 -4.474 2.686 -0.169 0.147 -0.022
C 1.808 -3.389 2.875 -0.205 -1.087 -2.291
O 0.733 -3.984 3.514 -1.650 -0.646 1.285
O 2.519 -5.542 1.792 -0.583 0.701 0.191
H 3.074 -4.942 3.665 0.272 0.416 -0.030
H 3.808 -4.016 2.287 -0.054 -0.293 0.082
H 1.343 -3.110 1.885 1.098 0.043 0.701
H 2.125 -2.519 3.414 0.610 0.557 0.217
H 0.863 -3.970 4.478 -0.077 -0.134 0.050
H 1.624 -5.837 2.049 0.583 0.208 -0.048
C -4.120 0.723 6.570 0.100 -1.729 0.890
C -5.534 0.515 6.080 -0.407 -0.551 -0.609
O -5.692 0.857 4.664 0.828 -0.469 0.779
O -3.262 -0.312 6.043 -0.065 0.006 0.380
H -4.101 0.555 7.698 0.057 0.601 -1.455
H -3.720 1.681 6.260 -0.058 0.449 0.282
H -6.156 1.218 6.621 -0.409 -0.026 0.171
H -5.880 -0.562 6.293 0.531 1.574 -0.428
H -4.790 0.925 4.271 -0.520 0.036 0.155
H -3.083 -0.127 5.120 -0.011 0.115 -0.695
C 0.828 7.228 5.093 -0.615 1.334 0.241
C 1.875 7.209 4.032 0.878 -0.738 -1.124
O 1.447 6.403 2.906 -1.042 -0.509 1.176
O -0.305 8.044 4.732 0.364 -0.032 -0.355
H 1.294 7.653 6.007 -0.423 -0.124 -0.448
H 0.434 6.255 5.341 0.361 -0.560 0.013
H 2.787 6.782 4.496 -0.217 0.177 -0.431
H 2.097 8.181 3.561 -0.010 0.053 0.913
H 2.035 6.513 2.163 0.966 0.498 -0.324
H -0.354 8.033 3.762 -0.063 -0.026 0.437
C 4.328 -0.670 1.647 0.777 0.221 -0.412
C 5.630 -1.102 0.935 -0.919 1.189 -0.444
O 5.320 -2.321 0.268 0.463 -0.396 -0.631
O 4.519 0.478 2.436 0.527 -0.195 0.952
H 4.047 -1.461 2.341 -0.207 -0.210 -0.202
H 3.578 -0.533 0.879 -0.535 0.045 -0.078
H 6.341 -1.223 1.727 0.880 -0.304 0.222
H 5.981 -0.317 0.206 -0.417 -0.669 0.752
H 5.869 -2.423 -0.533 -0.287 0.154 0.755
H 4.266 1.323 2.034 -0.465 -0.089 -0.795
```
Forces are in eV/Å.

As for the spin multiplicity: 6. As for the HOMO energy (spin up / spin down): -0.331 / -0.330 Ha. As for the net charge: 0. Its gap between HOMO and LUMO (spin up / spin down) is 7.5 / 7.1 eV.


No. 4
Computed, not measured: a 2-piece molecular cluster, C2H8O overall, with ωB97M-V/def2-TZVPD.

```
11
Properties=species:S:1:pos:R:3:forces:R:3
C 2.602 1.293 -5.443 -0.375 0.437 -0.563
H 3.246 1.810 -6.160 0.136 -0.388 0.131
H 3.154 0.820 -4.643 0.130 0.118 0.136
H 1.992 0.554 -5.954 0.116 -0.161 -0.149
H 1.913 2.056 -5.092 -0.007 -0.006 0.444
C -2.038 -1.221 4.896 -0.215 0.609 -0.381
O -2.861 -0.972 3.757 -0.234 -0.182 -0.108
H -2.351 -0.540 5.693 0.058 -0.232 0.122
H -2.241 -2.251 5.154 0.178 -0.185 0.391
H -0.961 -1.071 4.747 -0.223 -0.117 -0.267
H -2.455 -0.478 3.045 0.437 0.108 0.242
```
Forces are in eV/Å.

As for the spin multiplicity: 1. Its SMILES is CO.C. As for the HOMO energy: -0.381 Ha. As for the net charge: 0. Its gap between HOMO and LUMO is 11.4 eV.